{
  "formula": "C30H54P2V",
  "method": "ωB97M-V with the def2-TZVPD basis set",
  "lumo_energy_ha": [-0.1089, -0.1445],
  "homo_lumo_gap_ev": [7.06, 6.34],
  "e_above_lowest_ev": 4.999,
  "spin_multiplicity": 3,
  "e_homo_ev": [-10.02, -10.27],
  "fmax_ha_per_bohr": 0.1473,
  "total_energy_ev": -76238.6843,
  "charge": 1,
  "s_squared": 2.04,
  "species": ["V", "C", "C", "C", "C", "C", "C", "H", "H", "H", "C", "H", "H", "H", "C", "H", "H", "H", "C", "H", "H", "H", "C", "H", "H", "H", "C", "C", "C", "C", "C", "C", "C", "C", "H", "H", "H", "H", "H", "H", "H", "H", "H", "H", "H", "H", "P", "C", "H", "H", "H", "C", "H", "H", "H", "C", "H", "H", "H", "P", "C", "H", "H", "H", "C", "H", "H", "H", "C", "H", "H", "H", "C", "C", "C", "C", "C", "C", "H", "H", "H", "H", "H", "H", "H", "H", "H"],
  "positions_angstrom": [[-0.320, 1.177, -0.504], [1.896, 1.685, -1.131], [1.138, 2.869, -0.761], [1.367, 1.477, 1.088], [2.173, 0.956, 0.035], [0.751, 2.714, 0.633], [2.528, 1.399, -2.478], [1.938, 1.766, -3.329], [2.700, 0.318, -2.638], [3.493, 1.924, -2.485], [3.302, 0.014, 0.192], [3.965, -0.037, -0.676], [2.987, -1.024, 0.340], [3.907, 0.258, 1.073], [1.398, 1.030, 2.500], [2.402, 1.259, 2.891], [1.218, -0.055, 2.596], [0.648, 1.506, 3.148], [0.031, 3.634, 1.586], [0.348, 4.683, 1.430], [0.245, 3.333, 2.628], [-1.072, 3.598, 1.506], [1.208, 4.114, -1.588], [2.232, 4.484, -1.649], [0.607, 4.918, -1.162], [0.935, 3.879, -2.636], [-1.715, 0.161, -1.690], [-0.832, 1.194, -2.240], [-1.424, 2.364, -2.995], [-1.908, 3.528, -2.125], [-1.886, 3.114, -0.693], [-2.727, 2.141, -0.209], [-3.790, 1.455, -1.067], [-3.212, 0.310, -1.910], [-2.245, 1.982, -3.618], [-2.919, 3.904, -2.395], [-0.666, 2.720, -3.705], [-3.430, 0.415, -2.990], [-1.430, -0.914, -1.816], [0.118, 0.838, -2.669], [-3.718, -0.642, -1.681], [-4.591, 1.078, -0.414], [-2.967, 2.153, 0.858], [-4.294, 2.199, -1.707], [-1.259, 4.396, -2.248], [-1.623, 3.969, -0.068], [0.474, -2.025, -1.769], [2.104, -2.785, -1.834], [2.016, -3.717, -2.419], [2.395, -3.010, -0.808], [2.842, -2.096, -2.280], [-0.696, -3.344, -1.373], [-0.310, -4.280, -1.790], [-1.693, -3.116, -1.784], [-0.758, -3.408, -0.277], [0.244, -1.794, -3.588], [-0.695, -1.273, -3.827], [0.250, -2.790, -4.058], [1.088, -1.203, -3.989], [-1.720, -0.378, 1.880], [-2.435, 0.897, 3.020], [-3.364, 0.482, 3.435], [-2.652, 1.848, 2.511], [-1.715, 1.085, 3.832], [-3.216, -0.972, 1.018], [-3.430, -0.239, 0.251], [-4.069, -1.018, 1.702], [-3.040, -1.941, 0.540], [-1.580, -1.732, 3.081], [-2.505, -1.808, 3.675], [-0.736, -1.501, 3.748], [-1.418, -2.677, 2.544], [0.836, -3.800, 2.870], [1.809, -2.899, 2.105], [2.662, -2.067, 3.063], [2.767, -3.762, 1.272], [1.035, -2.005, 1.224], [0.437, -1.247, 0.396], [1.399, -4.490, 3.498], [0.199, -4.387, 2.200], [0.187, -3.237, 3.540], [3.254, -2.713, 3.719], [3.382, -1.446, 2.511], [2.055, -1.424, 3.697], [2.244, -4.360, 0.521], [3.549, -3.152, 0.789], [3.299, -4.461, 1.930]]
}